No. 1
This record from OMol25 describes 4 unconnected molecules or ions with the total composition C34H47FIN7O4 in a non-equilibrium geometry. The level of theory is ωB97M-V/def2-TZVPD.

## Properties
SMILES ... CC[C@@H](I)c1c(C(=O)NC(=O)F)c(OC#N)c2nc(C)c(CCC(C)C)nc2c1CCCCCCCOC.CC#N.CC#N.CC#N
E_tot ... -65456.6324 eV
HOMO-LUMO gap ... 8.20 eV
Spin multiplicity ... 1
Net charge ... 0
E_LUMO ... -0.708 eV

Geometry (Å):
C -2.084 -3.201 -0.391
C -2.448 -3.658 1.048
C -1.852 -2.772 2.177
I -1.784 -3.950 4.019
C -0.491 -2.175 1.907
C 0.627 -2.907 1.361
C 0.580 -4.373 1.032
O 0.240 -5.209 1.811
N 1.018 -4.807 -0.323
C 1.801 -5.971 -0.175
O 1.457 -7.077 -0.396
F 3.051 -5.740 0.220
C 1.811 -2.253 1.124
O 2.878 -2.980 0.565
C 2.936 -2.743 -0.729
N 2.830 -2.423 -1.830
C 2.033 -0.876 1.417
N 3.258 -0.359 1.118
C 3.329 0.907 1.456
C 4.648 1.607 1.159
C 2.261 1.669 2.076
C 2.438 3.125 2.477
C 3.472 3.359 3.593
C 3.032 2.848 4.979
C 1.678 3.399 5.454
C 3.114 1.288 5.103
N 1.082 1.141 2.320
C 0.958 -0.172 1.980
C -0.304 -0.830 2.208
C -1.416 0.034 2.789
C -2.386 0.480 1.634
C -2.708 1.997 1.670
C -2.349 2.766 0.380
C -2.746 2.065 -0.926
C -2.395 2.966 -2.138
C -3.076 2.516 -3.446
O -2.248 1.688 -4.243
C -2.014 2.236 -5.526
H -1.627 -2.213 -0.450
H -1.474 -3.974 -0.861
H -2.995 -3.154 -0.998
H -2.085 -4.676 1.209
H -3.530 -3.682 1.190
H -2.592 -2.012 2.399
H 0.195 -5.067 -0.851
H 5.108 1.167 0.274
H 4.531 2.676 1.019
H 5.296 1.421 2.024
H 1.472 3.458 2.869
H 2.624 3.726 1.581
H 3.596 4.448 3.678
H 4.467 2.962 3.385
H 3.779 3.227 5.690
H 1.622 3.231 6.536
H 0.824 2.885 5.003
H 1.607 4.484 5.319
H 2.106 0.869 5.114
H 3.647 0.932 4.213
H 3.708 0.992 5.967
H -1.019 0.891 3.326
H -1.958 -0.600 3.495
H -3.329 -0.059 1.772
H -1.921 0.161 0.701
H -2.121 2.445 2.482
H -3.754 2.156 1.947
H -2.919 3.706 0.402
H -1.295 3.068 0.358
H -2.178 1.140 -1.087
H -3.802 1.770 -0.946
H -1.310 2.873 -2.266
H -2.639 4.017 -1.955
H -4.001 1.971 -3.211
H -3.355 3.413 -4.012
H -1.598 1.496 -6.207
H -2.941 2.595 -5.987
H -1.294 3.065 -5.434
C -5.479 -6.400 -0.676
C -5.756 -5.440 0.397
N -5.973 -4.690 1.237
H -4.630 -7.023 -0.402
H -6.349 -7.033 -0.838
H -5.249 -5.867 -1.597
C -0.988 0.402 -10.015
C -2.051 0.879 -9.124
N -2.883 1.251 -8.427
H -1.015 0.959 -10.950
H -0.019 0.545 -9.541
H -1.131 -0.656 -10.225
C 5.522 2.270 -2.857
C 5.285 3.227 -1.771
N 5.093 3.970 -0.918
H 6.381 1.647 -2.616
H 4.647 1.637 -2.987
H 5.718 2.806 -3.783

Atoms 1-3, force components in eV/Å:
-0.9 -0.3 0.2
0.5 0.0 0.2
0.0 -0.8 -0.6

Here are the Löwdin charges for atoms 1 to 8, given in e:
1. C -0.058
2. C -0.281
3. C -0.626
4. I 0.881
5. C -0.191
6. C -0.004
7. C -0.335
8. O 0.115

No. 2
This record from OMol25 describes a molecular structure, C34H47N2O3Pd. The level of theory is ωB97M-V/def2-TZVPD.

## Properties
E_tot ... -48614.8167 eV
<S²> ... 2.028
ΔE to the lowest compared entry with this formula, charge and spin ... 0.795 eV
HOMO-LUMO gap (spin up / spin down) ... 6.42 / 6.65 eV
Spin multiplicity ... 3
Net charge ... +1
E_LUMO (spin up / spin down) ... -2.835 / -3.670 eV

Geometry (Å):
Pd 1.036 -0.902 0.258
C -4.274 0.763 6.150
C -3.413 -0.420 5.689
C -2.179 -0.496 6.587
C -4.208 -1.723 5.845
C -3.045 -0.243 4.215
C -1.727 -0.160 3.799
C -1.394 -0.031 2.445
N -0.149 0.181 1.886
C 1.009 0.439 2.544
C 1.373 0.544 3.898
C 2.697 0.425 4.273
C 3.682 0.124 3.295
C 3.423 0.164 1.948
C 2.109 0.590 1.582
O 1.858 1.118 0.422
C 4.452 -0.179 0.877
C 3.808 -0.775 -0.394
C 5.216 1.087 0.465
C 5.447 -1.214 1.415
C 3.053 0.521 5.757
C 2.544 1.861 6.307
C 2.377 -0.629 6.517
C 4.559 0.446 6.006
C -2.480 -0.094 1.547
O -2.062 -0.274 0.173
C -3.823 -0.015 1.897
C -4.059 -0.121 3.270
C -5.050 0.314 1.025
C -5.659 1.608 1.599
C -4.788 0.615 -0.452
C -6.102 -0.799 1.141
H -4.508 0.661 7.210
H -5.220 0.813 5.611
H -3.753 1.710 6.006
H -2.494 -0.626 7.622
H -1.582 0.416 6.539
H -1.542 -1.343 6.329
H -4.486 -1.867 6.890
H -3.616 -2.584 5.530
H -5.125 -1.710 5.256
H -0.947 -0.221 4.527
H 0.638 0.688 4.668
H 4.673 -0.128 3.633
H 3.310 -0.013 -0.994
H 3.086 -1.602 -0.180
H 4.578 -1.239 -1.010
H 4.535 1.848 0.087
H 5.941 0.853 -0.316
H 5.757 1.502 1.316
H 4.941 -2.124 1.742
H 6.031 -0.831 2.249
H 6.154 -1.479 0.629
H 1.461 1.950 6.230
H 2.989 2.700 5.770
H 2.809 1.954 7.361
H 1.292 -0.584 6.431
H 2.631 -0.574 7.576
H 2.706 -1.597 6.138
H 5.100 1.222 5.462
H 4.975 -0.523 5.729
H 4.754 0.590 7.068
H -5.081 -0.089 3.614
H -4.953 2.436 1.527
H -5.947 1.502 2.642
H -6.550 1.872 1.029
H -4.169 1.504 -0.563
H -5.745 0.849 -0.921
H -4.347 -0.199 -1.024
H -6.508 -0.863 2.149
H -5.714 -1.787 0.892
H -6.933 -0.588 0.467
O -0.313 1.252 -0.973
C -1.566 1.169 -0.677
C -1.891 -1.636 -0.203
C -2.989 -2.476 -0.142
C -2.798 -3.798 -0.502
C -1.543 -4.222 -0.918
C -0.514 -3.308 -0.927
N -0.677 -2.025 -0.548
H 0.292 1.504 -0.196
H -2.186 1.034 -1.558
H -1.959 1.820 0.105
H -3.944 -2.112 0.191
H -3.629 -4.489 -0.460
H -1.358 -5.243 -1.216
H 0.487 -3.584 -1.233

Atoms 1-3, force components in eV/Å:
-0.7 -0.1 -0.3
0.0 0.0 0.0
0.0 0.0 -0.1

Here are the Löwdin charges for atoms 1 to 8, given in e:
1. Pd 0.822
2. C -0.037
3. C -0.549
4. C -0.063
5. C -0.036
6. C -0.137
7. C 0.062
8. C -0.161

No. 3
This record from OMol25 describes a molecular structure, C34H48AuGeNO3PSi3 in a non-equilibrium geometry. The level of theory is ωB97M-V/def2-TZVPD.

## Properties
E_tot ... -136799.9145 eV
<S²> ... 0.755
HOMO-LUMO gap (spin up / spin down) ... 6.19 / 3.10 eV
Spin multiplicity ... 2
Net charge ... 0
E_LUMO (spin up / spin down) ... -0.148 / -3.230 eV

Geometry (Å):
Au 0.100 0.527 -0.570
N 3.145 -0.094 -2.012
C 3.995 0.594 -1.225
C 5.379 0.325 -1.270
C 6.290 1.028 -0.458
C 5.802 1.851 0.503
C 4.450 2.135 0.623
C 3.516 1.551 -0.271
P 1.828 2.035 -0.492
C 1.326 2.947 0.982
C 0.440 4.003 0.879
C 0.035 4.696 2.007
C 0.447 4.375 3.286
C 1.212 3.229 3.440
C 1.661 2.532 2.335
C 1.830 3.147 -1.926
C 2.602 4.347 -1.888
C 2.922 5.036 -3.065
C 2.502 4.548 -4.272
C 1.653 3.466 -4.354
C 1.321 2.790 -3.208
H 3.397 -0.902 -2.532
H 2.118 -0.019 -1.735
H 5.738 -0.570 -1.863
H 7.383 0.919 -0.671
H 6.485 2.235 1.281
H 4.147 2.877 1.386
H 0.385 4.524 -0.093
H -0.582 5.609 1.843
H 0.257 5.033 4.121
H 1.388 2.816 4.423
H 2.309 1.683 2.433
H 2.868 4.804 -0.921
H 3.504 5.938 -2.936
H 2.888 5.024 -5.190
H 1.127 3.192 -5.272
H 0.714 1.914 -3.288
C -2.552 2.936 -0.871
Si -3.440 1.258 -1.122
C -3.481 0.863 -3.012
C -5.167 1.619 -0.354
Ge -2.093 -0.420 -0.049
Si -2.574 -0.586 2.359
C -4.236 -1.378 2.616
C -2.722 1.115 3.183
C -1.094 -1.421 3.149
Si -2.851 -2.649 -0.949
C -4.818 -2.746 -0.890
C -2.318 -3.993 0.298
C -2.056 -3.034 -2.665
H -3.073 3.771 -1.364
H -1.517 3.078 -1.197
H -2.536 3.246 0.151
H -4.260 0.168 -3.341
H -2.485 0.560 -3.272
H -3.578 1.857 -3.487
H -5.531 2.579 -0.737
H -5.173 1.629 0.766
H -5.843 0.809 -0.669
H -5.077 -0.734 2.301
H -4.376 -1.449 3.722
H -4.210 -2.392 2.244
H -3.696 1.425 3.664
H -2.449 1.936 2.501
H -1.981 1.061 3.935
H -0.943 -2.408 2.642
H -1.351 -1.594 4.213
H -0.201 -0.841 3.108
H -5.189 -2.416 0.061
H -5.189 -3.745 -0.989
H -5.280 -2.148 -1.663
H -2.794 -4.960 0.126
H -2.513 -3.730 1.343
H -1.198 -4.248 0.280
H -2.833 -2.869 -3.442
H -1.975 -4.149 -2.534
H -1.111 -2.698 -3.029
O 2.371 -5.293 -1.334
C 2.099 -5.362 -0.105
C 2.128 -6.600 0.574
C 2.088 -6.659 1.958
C 1.863 -5.501 2.721
C 1.758 -4.278 2.064
C 1.843 -4.167 0.671
C 1.715 -2.856 -0.051
O 1.083 -1.881 0.407
O 2.263 -2.853 -1.256
H 2.351 -3.831 -1.600
H 2.117 -7.511 -0.056
H 2.122 -7.683 2.411
H 1.751 -5.547 3.809
H 1.629 -3.421 2.729

Atoms 1-3, force components in eV/Å:
0.3 -0.6 0.0
-2.8 1.2 0.3
1.0 -0.3 1.0

Here are the Löwdin charges for atoms 1 to 8, given in e:
1. Au 0.521
2. N 0.108
3. C -0.334
4. C -0.022
5. C -0.094
6. C -0.135
7. C -0.080
8. C -0.290